Record 1
CH6O4P | ωB97M-V/def2-TZVPD

Computed properties:
E_HOMO: -0.6175 Eh
energy relative to the best compared isomer or geometry (same formula, charge and spin): 160.7 kJ/mol
Kohn-Sham gap: 0.45411 Eh
E: -683.77365 a.u.

The geometry in ORCA input format:
```
! RIJCOSX wB97M-V def2-TZVPD def2/J DEFGRID3
* xyz 1 1
O 1.25 0.34 -0.88
H 1.52 -2.34 0.33
C -1.68 0.34 -0.83
H 0.71 0.55 2.42
H -1.16 1.13 -1.41
H -1.51 -0.54 -1.42
P 0.51 -0.05 0.41
O -1.00 0.14 0.53
O 0.77 -1.96 0.62
H -2.67 0.81 -0.56
H 2.14 0.74 -0.81
O 1.12 0.83 1.59
*
```

---

Record 2
C26H80BN6O11Zr | ωB97M-V/def2-TZVPD

Computed properties:
E_HOMO (alpha / beta): -0.4673 / -0.4673 Eh
⟨S²⟩: 0.754
Kohn-Sham gap (alpha / beta): 0.16926 / 0.09086 Eh
E: -2265.70524 a.u.

The geometry in ORCA input format:
```
! RIJCOSX wB97M-V def2-TZVPD def2/J DEFGRID3
* xyz 2 2
N -6.36 8.58 -5.47
H -12.44 8.51 -1.48
O -10.25 4.48 -6.94
H -1.22 9.73 0.49
H -4.18 10.82 -2.48
H -2.49 8.95 -2.96
C -8.39 7.89 -4.48
H -10.92 11.84 -0.97
H -10.95 6.50 -3.83
H -8.57 8.93 -4.21
H -12.15 11.01 -1.99
H -16.31 6.87 -2.69
H -4.79 10.19 3.00
H -15.89 5.20 -0.94
H -10.08 7.79 2.21
H -15.90 4.06 -3.76
H -10.13 2.45 1.20
H -11.55 6.60 -5.49
H -5.54 4.03 1.60
H -12.15 8.01 0.07
H -8.94 11.25 -3.92
H -4.86 4.73 -6.72
C -4.85 8.77 1.69
C -6.45 6.22 -5.12
H -10.52 9.59 -2.87
H -5.48 7.61 -0.06
H -8.81 7.12 -3.84
C -7.84 4.92 -1.52
H -10.77 8.05 -0.92
N -17.70 4.44 -2.82
Zr -8.16 3.08 0.99
O -11.39 9.93 -0.39
O -5.00 6.05 -5.23
C -3.31 8.24 -3.08
C -11.69 4.62 -4.83
H -11.22 4.29 -3.01
H -5.37 8.59 -5.28
H -3.93 10.10 0.14
H -6.58 7.42 1.36
C -9.04 4.05 -7.46
C -4.56 4.79 -5.67
C -1.60 6.36 -3.58
C -11.68 8.61 -0.71
H -6.37 7.59 -3.57
H -5.20 9.96 -3.54
O -4.28 8.71 -2.12
H -7.17 5.61 -2.03
H -9.41 2.45 -0.38
C -2.78 6.90 -2.70
C -5.91 8.09 0.82
H -8.81 9.26 -0.96
N -11.92 3.93 -3.64
C -6.84 7.56 -4.55
C -15.48 4.51 -1.68
H -18.22 4.98 -3.50
O -9.25 5.02 0.71
O -14.08 4.84 -1.90
H -0.90 10.55 2.05
H -8.54 4.57 -2.28
C -13.29 4.98 -0.73
H -9.21 1.02 0.62
C -10.36 4.21 -5.58
H -6.86 6.07 -6.11
H -6.49 4.97 2.32
C -8.83 5.67 -0.50
B -9.89 1.82 0.36
H -6.82 5.41 -4.49
C -11.70 6.12 -4.52
H -3.50 4.58 -5.59
H -8.30 4.79 -7.15
C -16.04 6.17 -3.48
C -16.24 4.74 -2.99
H -9.54 4.62 -4.99
H -8.27 6.53 -0.13
H -15.04 6.27 -3.90
H -12.29 5.32 -1.00
H -4.56 7.99 2.40
O -7.26 3.73 -1.00
H -9.74 6.10 -0.91
H -17.96 3.51 -3.12
H -16.79 6.21 -4.27
H -6.47 8.37 -6.45
H -6.62 8.79 0.38
H -9.05 4.01 -8.55
H -1.79 11.47 0.85
H -8.78 3.06 -7.08
H -5.56 3.37 -1.96
N -5.53 9.85 2.42
H -5.84 10.50 1.72
H -10.23 3.14 -5.45
H -2.28 6.98 -1.73
H -5.67 10.12 -1.84
C -8.77 10.08 -1.67
H -5.14 4.01 -5.18
H -13.44 4.13 -0.07
H -1.69 6.69 -4.61
H -12.58 4.32 -5.38
H -15.53 3.48 -1.33
H -10.81 1.39 -0.02
O -4.62 3.39 -2.14
H -0.70 6.88 -3.24
H -13.75 5.75 -0.12
C -3.70 9.35 0.89
H -9.48 6.41 2.04
N -9.70 11.56 -3.33
O -6.47 4.23 1.71
H -4.63 6.36 -2.52
O -9.72 7.05 2.70
C -11.22 10.90 -1.45
N -3.77 5.86 -2.70
H -9.34 12.40 -2.91
H -3.25 8.49 0.39
H -4.41 4.32 -2.20
C -4.84 9.95 -2.51
O -2.74 9.96 1.81
C -10.04 10.43 -2.37
C -1.59 10.46 1.21
H -4.01 5.53 -3.62
H -7.99 9.85 -2.41
H -1.53 5.27 -3.60
H -3.67 8.35 -4.10
H -8.53 10.97 -1.09
H -12.63 6.47 -4.08
H -8.88 7.61 -5.42
H -12.78 4.29 -3.24
*
```

---

Question: Look up the E of the first one.
Answer: -683.77365 a.u.

---

Question: Which of these has the highest E?
Answer: CH6O4P

---

Question: Among the records above, which one has the lowest E?
Answer: C26H80BN6O11Zr

---

Question: Which formula does entry 1 have?
Answer: CH6O4P